The following is a DFT calculation (ωB97M-V/def2-TZVPD) of one molecule with the formula C3H8ClN3 in a non-equilibrium geometry.

CARTESIAN COORDINATES (ANGSTROEM)
1 C -0.10523 -0.49084 0.97146
2 C -1.18717 -1.04297 0.15202
3 C 1.88492 -0.59875 -0.24198
4 H 1.76699 1.85284 0.38409
5 H 0.00953 1.81889 -0.29529
6 H 0.16284 -1.32931 1.61181
7 H -0.60178 0.23263 1.66493
8 H -0.49694 -1.46331 -0.88344
9 H -1.69932 -1.89469 0.77210
10 H 1.65667 -1.61335 -0.08988
11 H 3.73674 -0.57654 -1.08082
12 N 0.85867 1.53738 0.51333
13 N 0.88656 0.12030 0.32518
14 N 3.05623 -0.07245 -0.72680
15 Cl -2.45295 0.27480 -0.47968

Properties
HOMO   -8.55 eV
E_tot   -743.41984 Eh
Energy above the lowest of the compared OMol25 structures with the same formula, charge and spin   71.3 kcal per mole
SMILES   [H]/N=C/N(N)CCCl
LUMO   0.702 eV
Orbital gap   9.3 eV

The following is a DFT calculation (ωB97M-V/def2-TZVPD) of one molecule with the formula C3H8ClN3S in a non-equilibrium geometry.

CARTESIAN COORDINATES (ANGSTROEM)
1 C -1.13978 0.45960 0.07436
2 C 0.87992 -0.57512 -0.81991
3 C 1.82824 -0.33167 0.48300
4 H -1.30574 2.52388 -0.17956
5 H -0.34105 1.58150 -1.42735
6 H -2.45192 1.10690 1.17564
7 H -1.56553 -1.71701 1.13101
8 H 0.99565 0.25670 -1.49122
9 H 1.06074 -1.50325 -1.25969
10 H 1.67054 -1.09888 1.45036
11 H 1.47745 0.67403 0.90306
12 N -0.88979 1.69357 -0.45024
13 N -2.11609 0.20780 0.87465
14 N -0.56727 -0.61602 -0.48428
15 S -1.10373 -2.25714 -0.11650
16 Cl 3.56833 -0.40489 0.13667

Properties
HOMO   -8.60 eV
E_tot   -1141.68435 Eh
Energy above the lowest of the compared OMol25 structures with the same formula, charge and spin   27.5 kcal per mole
SMILES   [H]/N=C(\N)N(S)CCCl
LUMO   0.596 eV
Orbital gap   9.2 eV

The following is a DFT calculation (ωB97M-V/def2-TZVPD) of a 2-piece molecular cluster, C3H8ClNS overall in a non-equilibrium geometry.

CARTESIAN COORDINATES (ANGSTROEM)
1 C -1.18194 1.03700 0.59618
2 C -0.67124 -0.53911 -1.26614
3 C 0.65180 -0.47162 0.71522
4 N -0.41546 -0.06849 0.07284
5 S 1.58981 -1.79667 0.15819
6 Cl 2.73669 1.30885 -0.11109
7 H -2.14097 1.09108 0.08755
8 H -1.35724 0.90033 1.66337
9 H -0.63635 1.97304 0.44942
10 H -1.42463 0.08183 -1.74128
11 H 0.25279 -0.48672 -1.84717
12 H -1.01288 -1.57673 -1.25174
13 H 0.93089 0.00874 1.63633
14 H 2.67874 -1.46153 0.83832

Properties
HOMO   -7.97 eV
E_tot   -1032.19849 Eh
Energy above the lowest of the compared OMol25 structures with the same formula, charge and spin   22.7 kcal per mole
LUMO   -0.273 eV
Orbital gap   7.7 eV

The following is a DFT calculation (ωB97M-V/def2-TZVPD) of C3H8CrO3 as an isolated structure in a non-equilibrium geometry.

CARTESIAN COORDINATES (ANGSTROEM)
1 O -0.26634 2.44655 -0.63301
2 C -1.33365 1.58239 -0.30889
3 C -0.80842 0.25771 0.23571
4 O -0.07889 -0.35753 -0.90887
5 C 0.18076 -1.72795 -0.72355
6 Cr 1.07972 1.18778 -0.18009
7 H -1.95364 1.41127 -1.21639
8 H -1.99275 2.01123 0.47356
9 H -1.62315 -0.41811 0.53570
10 H -0.76234 -2.28980 -0.81794
11 H 0.91562 -2.05844 -1.46722
12 H 0.54938 -1.92528 0.29803
13 O 2.28424 -0.32394 1.40835
14 H 2.62077 0.37000 1.98108
15 H 1.18870 -0.16588 1.32353

Properties
HOMO (spin up / spin down)   -7.16 / -8.07 eV
E_tot   -1389.14459 Eh
Energy above the lowest of the compared OMol25 structures with the same formula, charge and spin   66.9 kcal per mole
2S+1   5
LUMO (spin up / spin down)   -0.510 / -0.654 eV
Orbital gap (spin up / spin down)   6.6 / 7.4 eV

The following is a DFT calculation (ωB97M-V/def2-TZVPD) of C3H8CsO as an isolated structure in a non-equilibrium geometry.

CARTESIAN COORDINATES (ANGSTROEM)
1 Cs -15.71359 -1.26581 -1.14255
2 C -11.10671 -1.16168 0.78202
3 C -12.30174 -1.46014 -0.09168
4 C -12.08483 -2.05370 -1.48280
5 O -13.12101 -2.45752 0.55165
6 H -10.39046 -1.95626 0.57338
7 H -11.43262 -1.16273 1.81924
8 H -10.74946 -0.16597 0.52078
9 H -12.95687 -0.59718 -0.24333
10 H -12.98207 -2.48244 -1.92965
11 H -11.18535 -2.66760 -1.58421
12 H -11.74827 -1.33425 -2.24480
13 H -12.55421 -3.21895 0.71813

Properties
HOMO   -14.04 eV
E_tot   -214.26673 Eh
Energy above the lowest of the compared OMol25 structures with the same formula, charge and spin   14.5 kcal per mole
LUMO   -3.696 eV
Charge   +1
Orbital gap   10.3 eV

The following is a DFT calculation (ωB97M-V/def2-TZVPD) of C3H8F2N2O7Si2 as an isolated structure in a non-equilibrium geometry.

CARTESIAN COORDINATES (ANGSTROEM)
1 O 5.78798 0.65912 1.03686
2 N 4.87111 -0.03233 0.84722
3 O 3.82761 0.66303 0.20628
4 Si 3.07755 -0.48084 -0.82435
5 O 4.20079 -0.99418 -1.94366
6 O 2.40799 -1.73524 0.05348
7 Si 0.88617 -1.47949 0.74052
8 N -0.15719 -0.34338 -0.18542
9 C -1.43597 -0.88111 -0.49067
10 O -2.20538 -1.29409 0.24719
11 F -1.73275 -0.84831 -1.77964
12 C -0.25561 0.95090 0.35298
13 O -0.94658 1.74415 -0.10119
14 F 0.51078 1.25455 1.37938
15 H 2.07327 0.27734 -1.58072
16 H 3.72474 -1.00239 -2.78669
17 H 1.09772 -1.01380 2.11828
18 H 0.23043 -2.78869 0.83919
19 C -4.15624 0.91880 0.18584
20 O -5.26369 1.73513 0.55155
21 H -4.53232 -0.03848 -0.16568
22 H -3.58604 1.39812 -0.61432
23 H -3.51211 0.75540 1.05319
24 H -4.91225 2.57580 0.86039

Properties
HOMO   -10.26 eV
E_tot   -1534.11760 Eh
LUMO   -0.278 eV
Orbital gap   10.0 eV

The following is a DFT calculation (ωB97M-V/def2-TZVPD) of C3H8F4N3P3 as an isolated structure in a non-equilibrium geometry.

CARTESIAN COORDINATES (ANGSTROEM)
1 C -0.23954 1.16064 -1.01833
2 C -3.60790 -0.86842 0.13717
3 C 3.25620 0.23685 0.70088
4 N -1.12206 0.01382 -0.33911
5 N 1.08352 1.34334 -0.53562
6 N 1.26052 -1.41949 -0.37922
7 F -2.64275 1.50230 0.62089
8 F 2.80432 -0.29073 -1.87660
9 F -0.92282 -2.22360 -1.40485
10 F -0.83894 -2.23044 0.97775
11 P -2.71382 0.52883 -0.68582
12 P 1.93411 0.05156 -0.41380
13 P -0.32989 -1.39026 -0.26354
14 H -0.22911 0.84775 -2.12246
15 H -0.81702 2.00265 -0.78904
16 H -4.12407 -1.48400 -0.65673
17 H -4.50337 -0.48235 0.75021
18 H -3.04161 -1.46306 0.97467
19 H 3.02329 1.22106 1.18313
20 H 3.23983 -0.41196 1.52415
21 H 4.24007 0.27735 0.36006

Properties
HOMO   -9.50 eV
E_tot   -1707.06784 Eh
Energy above the lowest of the compared OMol25 structures with the same formula, charge and spin   0.0 kcal per mole
LUMO   0.714 eV
Orbital gap   10.2 eV

The following is a DFT calculation (ωB97M-V/def2-TZVPD) of a 2-piece molecular cluster, C3H8FN2 overall in a non-equilibrium geometry.

CARTESIAN COORDINATES (ANGSTROEM)
1 C 0.17074 0.20748 -0.04285
2 C 2.63101 0.10216 0.02659
3 C -1.98855 -0.66669 -0.24261
4 N 1.24418 -0.38308 0.12893
5 N -2.77875 0.25770 0.20510
6 F 0.14536 1.48062 -0.38562
7 H 2.79868 0.36893 1.03830
8 H 2.69664 1.04204 -0.66776
9 H 3.28318 -0.54310 -0.43639
10 H -1.64617 -0.54303 -1.25235
11 H -1.95565 -1.53087 0.37532
12 H 1.27577 -1.34774 0.39422
13 H -3.01534 0.44142 1.15894
14 H -2.86111 1.11417 -0.29983

Properties
HOMO   -13.68 eV
E_tot   -328.13961 Eh
Energy above the lowest of the compared OMol25 structures with the same formula, charge and spin   73.8 kcal per mole
LUMO   -3.599 eV
Charge   +1
Orbital gap   10.1 eV